# 1
This record from OMol25 describes C14H26Ag2CuN2O14S as an isolated structure. The level of theory is the ωB97M-V functional and the def2-TZVPD basis.

Last column: natural (NBO) charge in e.
Positions of all 60 atoms, in Å:
Ag1 17.107 11.946 12.428  0.953
Ag2 17.716 14.818 14.128  0.538
Cu1 19.272 17.631 12.790  0.499
O1 17.004 16.638 12.918  -0.441
C1 15.592 16.449 12.878  -0.188
C2 15.165 14.959 12.409  -0.091
O2 15.923 13.850 12.969  -1.058
H1 15.241 17.083 12.063  0.267
H2 15.068 16.788 13.772  0.197
H3 15.261 15.041 11.326  0.161
H4 14.113 14.713 12.553  0.161
C3 15.699 18.218 16.324  -0.489
N1 16.966 18.781 15.618  0.549
O3 17.979 18.181 15.678  -0.398
O4 16.901 19.796 15.012  -0.346
H5 15.340 18.914 17.083  0.261
H6 16.021 17.291 16.799  0.214
H7 15.001 18.037 15.507  0.218
C4 16.675 17.809 9.498  -0.496
N2 16.833 18.202 8.107  0.500
O5 15.869 18.424 7.374  -0.354
O6 17.988 18.188 7.636  -0.371
H8 17.565 17.987 10.103  0.226
H9 16.321 16.787 9.367  0.236
H10 15.980 18.642 9.602  0.260
O7 15.005 11.445 11.679  -0.715
C5 14.496 11.390 10.574  0.845
O8 13.565 12.125 10.052  -0.472
C6 13.724 12.260 8.619  -0.077
C7 14.952 11.465 8.186  -0.440
C8 15.070 10.527 9.460  -0.527
H11 13.962 13.313 8.466  0.206
H12 12.771 11.968 8.178  0.222
H13 15.866 12.028 7.996  0.229
H14 14.839 10.918 7.251  0.256
H15 16.066 10.173 9.726  0.231
H16 14.455 9.627 9.485  0.255
O9 10.945 12.757 15.138  -0.032
C9 12.059 13.108 15.594  0.787
O10 12.294 14.244 16.309  -0.394
C10 13.592 14.432 16.838  -0.072
C11 14.019 13.005 16.765  -0.420
C12 13.349 12.393 15.501  -0.486
H17 13.558 14.773 17.873  0.253
H18 14.223 15.049 16.199  0.207
H19 13.804 12.569 17.740  0.263
H20 15.076 13.023 16.496  0.258
H21 13.253 11.310 15.582  0.297
H22 13.781 12.632 14.529  0.315
C13 11.307 16.449 13.419  -0.085
C14 10.967 15.859 12.004  -0.108
O11 10.697 16.996 11.222  -0.654
S1 11.685 18.287 11.655  2.440
O12 11.002 19.588 11.459  -0.774
O13 13.055 18.076 11.217  -0.891
O14 11.552 17.773 13.257  -0.672
H23 12.249 15.974 13.692  0.138
H24 10.667 16.156 14.251  0.203
H25 10.221 15.064 11.976  0.224
H26 11.833 15.488 11.455  0.184

Summary:
E_HOMO (alpha / beta), eV: -11.5 / -14.4
Total charge: +2
Multiplicity: 4
LUMO energy (alpha / beta), eV: -6.999 / -11.866
Orbital gap (alpha / beta), eV: 4.5 / 2.5

=====

# 2
This record from OMol25 describes C14H26AlBr4Cl2CsF4LiN2O11PV as an isolated structure. The level of theory is the ωB97M-V functional and the def2-TZVPD basis.

Last column: Mulliken charge in e.
Positions of all 68 atoms, in Å:
C1 -3.469 2.249 -2.560  -2.294
P1 -1.681 2.014 -2.148  0.035
O1 -0.893 2.417 -3.512  -0.465
C2 -1.604 0.186 -1.802  0.904
C3 -1.903 -0.531 -3.043  0.266
N1 -2.069 -0.983 -4.083  -0.330
C4 -0.238 -0.291 -1.223  0.362
Br1 1.026 -0.702 -2.618  -0.003
C5 0.337 0.746 -0.387  -0.106
N2 0.860 1.611 0.152  -0.442
H1 -3.532 2.557 -3.606  0.697
H2 -4.019 1.329 -2.470  0.326
H3 -3.859 3.078 -1.889  1.345
H4 -0.189 1.796 -3.748  0.318
H5 -2.411 0.023 -1.068  -1.182
H6 -0.355 -1.191 -0.632  0.063
Cl1 -4.619 0.736 -0.388  -0.567
O2 -1.240 -4.570 -6.522  -0.887
V1 -0.735 -4.442 -4.948  1.461
O3 -0.253 -4.314 -3.302  -0.964
O4 2.148 -4.553 -1.517  -0.232
H7 1.339 -4.160 -1.911  0.285
Cs1 -3.405 4.498 -1.392  0.979
F1 -8.151 0.021 -1.421  -0.353
Al1 -8.730 1.277 -2.377  0.476
F2 -10.165 1.872 -1.739  -0.376
F3 -8.977 0.725 -3.944  -0.376
F4 -7.587 2.523 -2.419  -0.364
C6 -2.034 -3.616 1.662  -0.362
Br2 -0.936 -3.661 3.225  0.006
Br3 -2.476 -1.785 1.194  0.005
Br4 -1.226 -4.495 0.162  0.019
H8 -2.966 -4.111 1.891  0.399
Li1 -3.449 -1.342 -1.267  0.972
O5 5.213 -4.660 -0.251  -0.629
Cl2 5.189 -3.824 -1.406  1.660
O6 5.119 -4.603 -2.601  -0.620
O7 6.332 -2.958 -1.445  -0.550
O8 3.961 -2.970 -1.347  -0.479
C7 8.663 -1.157 -0.301  -0.777
O9 8.729 -1.945 0.875  -0.354
C8 9.970 -2.591 1.058  -0.513
C9 10.835 -1.876 2.071  -0.486
O10 11.240 -0.593 1.621  -0.367
C10 10.473 0.460 2.169  -0.708
H9 7.769 -0.541 -0.232  0.262
H10 9.540 -0.509 -0.397  0.377
H11 8.574 -1.794 -1.184  0.306
H12 10.502 -2.689 0.106  0.327
H13 9.758 -3.599 1.431  0.380
H14 11.746 -2.461 2.236  0.361
H15 10.305 -1.798 3.026  0.324
H16 10.745 0.633 3.218  0.317
H17 9.402 0.257 2.102  0.314
H18 10.697 1.361 1.599  0.243
C11 -7.191 3.488 4.488  -0.487
C12 -8.413 4.341 4.148  -0.545
C13 -7.880 5.203 3.010  -0.448
O11 -6.904 4.416 2.331  -0.370
C14 -6.586 3.257 3.108  -0.380
H19 -7.430 2.560 5.003  0.327
H20 -6.500 4.058 5.115  0.261
H21 -9.223 3.704 3.789  0.282
H22 -8.787 4.929 4.984  0.328
H23 -7.395 6.110 3.393  0.265
H24 -8.656 5.498 2.302  0.270
H25 -7.027 2.383 2.620  0.270
H26 -5.503 3.127 3.133  0.225

Summary:
E_HOMO, eV: -5.8
Total charge: -1
LUMO energy, eV: -2.593
Orbital gap, eV: 3.2

=====

# 3
This record from OMol25 describes C14H26AlCaCl6F12MgNO5PS2 as an isolated structure. The level of theory is the ωB97M-V functional and the def2-TZVPD basis.

Last column: natural (NBO) charge in e.
Positions of all 70 atoms, in Å:
O1 0.482 -4.572 -0.771  -0.932
P1 0.858 -4.455 -2.318  1.424
O2 -0.439 -4.305 -3.179  -0.917
S1 1.913 -5.995 -2.830  -0.074
Al1 2.361 -2.593 -2.829  0.987
C1 1.350 -0.909 -3.175  -0.880
C2 0.910 -0.164 -1.914  -0.410
C3 -0.168 0.899 -2.199  -0.395
C4 -1.562 0.509 -1.712  -0.453
C5 -2.194 -0.565 -2.599  0.629
F1 -1.995 -0.209 -3.880  -0.314
F2 -1.563 -1.728 -2.314  -0.332
C6 -3.690 -0.660 -2.260  0.454
F3 -4.284 0.540 -2.291  -0.307
F4 -3.765 -1.070 -0.977  -0.311
S2 -4.729 -1.850 -3.305  2.396
F5 -4.834 -0.730 -4.418  -0.462
F6 -6.025 -1.268 -2.617  -0.457
F7 -4.610 -2.977 -2.228  -0.444
F8 -3.460 -2.426 -4.032  -0.456
F9 -5.637 -2.776 -4.167  -0.433
H1 0.314 -3.705 -0.380  0.519
H2 -1.254 -4.600 -2.579  0.481
H3 3.089 -3.022 -4.187  -0.339
H4 3.475 -2.500 -1.643  -0.466
H5 0.530 -1.137 -3.847  0.244
H6 2.026 -0.276 -3.745  0.236
H7 1.768 0.338 -1.483  0.207
H8 0.526 -0.858 -1.175  0.183
H9 0.093 1.762 -1.607  0.229
H10 -0.171 1.246 -3.222  0.217
H11 -1.529 0.176 -0.684  0.230
H12 -2.160 1.405 -1.709  0.229
C7 4.111 -3.922 1.438  -0.246
Cl1 5.710 -3.041 1.222  -0.227
Cl2 2.735 -2.848 1.668  0.107
Cl3 4.097 -4.852 -0.015  0.130
Cl4 4.325 -4.939 2.838  0.141
C8 -1.662 5.434 -1.432  -0.741
C9 -1.729 4.294 -0.480  0.731
O3 -1.322 3.190 -0.628  -0.468
N1 -2.447 4.493 0.833  -0.577
C10 -1.476 4.914 1.914  -0.446
H13 -1.255 5.077 -2.372  0.277
H14 -2.660 5.841 -1.605  0.255
H15 -1.017 6.220 -1.035  0.271
H16 -3.219 5.155 0.741  0.433
H17 -2.789 3.559 1.068  0.458
H18 -2.049 5.129 2.811  0.243
H19 -0.937 5.802 1.598  0.218
H20 -0.807 4.067 2.095  0.323
Ca1 6.415 -2.422 -1.264  1.228
Cl5 -2.609 -5.619 -3.079  -0.370
Cl6 5.166 -7.272 0.368  -0.845
C11 1.520 0.037 5.691  -0.648
C12 0.249 0.839 5.441  -0.068
O4 0.377 2.236 5.590  -0.561
C13 0.930 3.008 4.500  0.318
O5 0.373 2.762 3.339  -0.889
C14 2.479 2.903 4.415  0.917
F10 3.056 2.845 5.633  -0.338
F11 2.979 4.008 3.820  -0.346
F12 2.945 1.851 3.717  -0.345
H21 2.073 0.440 6.539  0.219
H22 1.268 -1.007 5.895  0.197
H23 2.179 0.043 4.826  0.203
H24 -0.476 0.550 6.206  0.171
H25 -0.202 0.581 4.477  0.171
H26 0.795 4.035 4.911  0.109
Mg1 7.246 -4.921 0.589  0.712

Summary:
E_HOMO, eV: -8.9
Total charge: +1
LUMO energy, eV: -7.431
Orbital gap, eV: 1.4

=====

| no. | E_tot (eV) | F_max (eV/A) |
| --- | --- | --- |
| 1 | -110023.374 | 6.0 |
| 2 | -398841.930 | 12.4 |
| 3 | -195835.286 | 2.7 |